No. 1
Computed, not measured: a structure of composition C26H23N3O2PRhS7Sb, with ωB97M-V/def2-TZVPD.

Output
Charge: -2
HOMO-LUMO gap (alpha / beta) (eV): 6.31 / 5.73
Energy above the lowest of the compared OMol25 structures with the same formula, charge and spin (eV): 0.008
Calculated total energy (eV): -130590.05878
Spin multiplicity: 2
<S²>: 0.7627

Positions of all 64 atoms, in Å:
Rh (0.5324, -0.0666, 1.7946)
S (5.6164, -0.9046, 0.6800)
Sb (3.6815, 0.3202, 0.8603)
S (2.5625, 0.1842, 2.9460)
S (1.8420, -0.8117, -0.0959)
S (-0.7566, 0.8059, 3.6632)
C (-0.0093, 2.2269, 4.1626)
N (0.4435, 3.2148, 4.5678)
O (-0.3412, -3.8408, 3.6503)
C (0.2797, -3.1278, 2.8594)
O (0.0958, -1.8718, 2.7350)
C (1.2707, -3.8327, 1.9508)
C (2.5437, -3.3459, 1.6929)
C (3.4099, -4.0456, 0.8599)
C (3.0014, -5.2304, 0.2666)
C (1.7329, -5.7368, 0.5372)
C (0.8843, -5.0487, 1.3898)
H (2.8636, -2.4208, 2.1552)
H (4.3923, -3.6327, 0.6655)
H (3.6709, -5.7660, -0.3977)
H (1.4162, -6.6766, 0.0952)
H (-0.0902, -5.4403, 1.6545)
C (0.5877, -2.3264, -3.1186)
C (-0.3781, -2.6130, -2.0217)
C (-0.8663, -3.8485, -1.6995)
C (-1.7623, -3.9357, -0.6196)
N (-2.0894, -2.9007, 0.1297)
C (-1.5394, -1.7058, -0.1444)
S (-1.7630, -0.3328, 0.8305)
N (-0.7755, -1.5751, -1.2647)
C (-2.3882, -5.2529, -0.2737)
H (0.6455, -3.1661, -3.8083)
H (1.5676, -2.1476, -2.6699)
H (0.3074, -1.4181, -3.6533)
H (-0.5658, -4.7244, -2.2558)
H (-0.4255, -0.6275, -1.4650)
H (-2.9799, -5.6241, -1.1135)
H (-3.0203, -5.1365, 0.6026)
H (-1.6085, -5.9865, -0.0622)
S (-0.2604, 1.4992, -2.3379)
P (-0.1721, 2.6146, -0.7004)
S (0.8424, 2.1532, 1.0034)
C (-1.8577, 3.1515, -0.2352)
C (-2.3608, 2.9334, 1.0396)
C (-3.6516, 3.3426, 1.3540)
C (-4.4324, 3.9830, 0.4052)
C (-3.9234, 4.2175, -0.8683)
C (-2.6430, 3.7982, -1.1875)
C (0.6085, 4.2234, -1.1044)
C (1.2616, 4.4261, -2.3115)
C (1.8672, 5.6475, -2.5812)
C (1.8204, 6.6696, -1.6457)
C (1.1680, 6.4695, -0.4348)
C (0.5654, 5.2522, -0.1640)
H (-1.7426, 2.4596, 1.7944)
H (-4.0369, 3.1570, 2.3488)
H (-5.4374, 4.3037, 0.6544)
H (-4.5278, 4.7233, -1.6124)
H (-2.2476, 3.9610, -2.1839)
H (1.2879, 3.6170, -3.0308)
H (2.3809, 5.7962, -3.5236)
H (2.2962, 7.6206, -1.8547)
H (1.1358, 7.2607, 0.3042)
H (0.0709, 5.0888, 0.7864)

Atoms 1-3, force components in eV/Å:
Rh -0.200 0.568 -0.449
S 0.007 0.165 0.004
Sb 0.017 -0.372 0.025

natural (NBO) population analysis, charges in e, atoms 1 to 5: 0.4285, -0.8188, 1.0972, -0.4867, -0.6617

=====

No. 2
Computed, not measured: a structure of composition C16H28ClO2P2Pm at a distorted geometry, with ωB97M-V/def2-TZVPD.

Output
Charge: +2
HOMO-LUMO gap (alpha / beta) (eV): 6.45 / 6.64
Calculated total energy (eV): -68778.53815
Spin multiplicity: 5
<S²>: 6.0225

Positions of all 50 atoms, in Å:
C (1.9046, 5.7403, -2.6310)
C (1.2379, 4.4105, -2.3905)
H (1.4784, 6.4622, -1.9370)
H (1.7297, 6.0834, -3.6570)
H (2.9824, 5.6614, -2.4492)
O (0.3906, 4.1312, -1.5917)
Cl (1.8809, 3.1360, -3.4887)
Pm (0.3331, -0.1898, -0.4451)
P (-1.9418, 0.1006, -1.6308)
C (-3.5851, 0.1031, -0.8703)
C (-1.7377, 1.5828, -2.6834)
H (-2.5353, 1.5235, -3.4483)
H (-2.6017, -1.2097, -3.5265)
H (-0.7280, 1.6095, -3.1378)
H (-0.8057, -1.3838, -3.2308)
H (-3.6386, 0.9933, -0.2066)
H (-1.8185, 2.4841, -2.0492)
C (-1.8115, -1.3523, -2.7702)
H (-4.3043, 0.1417, -1.7184)
H (-1.9637, -2.2856, -2.1964)
H (-3.6801, -0.8198, -0.2562)
P (2.0777, -0.0615, 1.4521)
C (1.7708, -0.1212, 3.2357)
C (3.0667, -1.5504, 0.9778)
H (3.3005, 1.4328, -0.0497)
H (4.0582, 1.2573, 1.6139)
H (2.5690, 2.3034, 1.3431)
C (3.1199, 1.3913, 1.0437)
H (3.2517, -1.5484, -0.1134)
H (4.0102, -1.4822, 1.5465)
H (2.7763, -0.1522, 3.7077)
H (1.1620, -1.0259, 3.4642)
H (2.4988, -2.4663, 1.2257)
H (1.1895, 0.7889, 3.4990)
C (-1.2508, 0.0538, 1.5913)
O (-1.9564, 0.0162, 2.5177)
C (0.0007, -2.6286, 0.0212)
C (-0.2327, -3.5373, 1.2024)
C (-0.5202, -3.0745, 2.5063)
C (-0.7794, -3.9812, 3.5432)
C (-0.7555, -5.3682, 3.3115)
C (-0.4653, -5.8324, 2.0153)
C (-0.2053, -4.9331, 0.9842)
H (1.0040, -2.8307, -0.4228)
H (-0.7527, -2.8282, -0.7523)
H (-0.5779, -2.0082, 2.6872)
H (-1.0112, -3.6035, 4.5435)
H (-0.9552, -6.0659, 4.1078)
H (-0.4409, -6.9068, 1.8067)
H (0.0068, -5.2783, -0.0221)

Atoms 1-3, force components in eV/Å:
C -0.299 -0.041 0.266
C -0.376 0.346 0.491
H -0.012 -0.015 -0.009

Löwdin population analysis, charges in e, atoms 1 to 5: -0.0555, -0.8009, 0.0951, 0.1018, 0.0983

=====

No. 3
Computed, not measured: a structure of composition C38H35ClFeN2Si2 at a distorted geometry, with ωB97M-V/def2-TZVPD.

Output
HOMO-LUMO gap (alpha / beta) (eV): 4.71 / 5.47
Energy above the lowest of the compared OMol25 structures with the same formula, charge and spin (eV): 0.000
Calculated total energy (eV): -105614.36278
Spin multiplicity: 5
<S²>: 6.1626

Positions of all 79 atoms, in Å:
C (-1.7003, -1.4492, 0.2680)
C (-2.4979, -0.8863, -0.7783)
C (-2.4666, -1.7831, -1.9018)
H (-3.1423, -0.0153, -0.7058)
C (-1.6175, -2.8945, -1.5370)
C (-1.1611, -2.6812, -0.1960)
H (-0.5965, -3.3999, 0.3982)
H (-1.6287, -1.0698, 1.2868)
H (-3.0666, -1.6867, -2.7990)
H (-1.4419, -3.7865, -2.1288)
Fe (-0.4768, -1.0678, -1.7073)
Si (2.6608, 2.3810, -3.5590)
C (1.5569, 3.7005, -4.3064)
C (1.8575, 4.2003, -5.5782)
H (2.8013, 3.9225, -6.0566)
C (0.9540, 5.0427, -6.2348)
H (1.1778, 5.3991, -7.2418)
C (-0.2455, 5.4010, -5.6150)
H (-0.9690, 6.0238, -6.1448)
C (-0.5161, 4.9578, -4.3178)
H (-1.4463, 5.2364, -3.8200)
C (0.4096, 4.1521, -3.6392)
H (0.2351, 3.8915, -2.5898)
C (1.6965, 0.7902, -3.6345)
C (0.2885, 0.6996, -3.1219)
H (-0.2784, 1.6228, -3.3109)
C (-0.5018, -0.5233, -3.5538)
H (-1.5513, -0.4298, -3.8306)
C (0.2820, -1.8256, -3.3123)
H (-0.1808, -2.8131, -3.4425)
C (1.6840, -1.6943, -3.6665)
H (2.2854, -2.5907, -3.7569)
C (2.2123, -0.4376, -4.0947)
H (3.1805, -0.4356, -4.6045)
H (0.3847, 0.6203, -2.0163)
Si (0.4905, -0.9872, -5.0028)
C (0.6049, -2.3237, -6.3919)
C (-0.3770, -2.3883, -7.3858)
H (-1.2892, -1.7898, -7.2907)
C (-0.1768, -3.1810, -8.5209)
H (-0.9270, -3.1916, -9.3091)
C (0.9862, -3.9535, -8.6505)
H (1.1547, -4.5551, -9.5463)
C (1.9246, -3.9541, -7.6126)
H (2.8149, -4.5790, -7.6785)
C (1.7350, -3.1505, -6.4835)
H (2.4817, -3.1655, -5.6870)
C (-0.0732, 0.4638, -6.1765)
C (-1.2927, 1.1411, -6.0656)
H (-2.0383, 0.8667, -5.3148)
C (-1.6033, 2.1849, -6.9497)
H (-2.5467, 2.7229, -6.8317)
C (-0.7206, 2.5349, -7.9713)
H (-0.9718, 3.3350, -8.6682)
C (0.5027, 1.8673, -8.0783)
H (1.2137, 2.1399, -8.8584)
C (0.8267, 0.8544, -7.1710)
H (1.7949, 0.3542, -7.2600)
H (3.9625, 2.5009, -4.1004)
Cl (2.8650, 2.8289, -1.5297)
N (-0.9176, 1.4337, -0.5515)
C (0.1449, 1.5444, 0.3728)
C (0.2839, 2.6936, 1.1496)
C (1.2634, 2.7568, 2.1519)
C (2.0968, 1.6758, 2.3944)
C (2.0139, 0.4930, 1.6109)
C (2.8221, -0.6422, 1.8386)
C (2.7324, -1.7257, 0.9875)
C (1.8562, -1.6697, -0.0975)
N (1.0242, -0.6256, -0.3167)
C (1.0622, 0.4536, 0.5404)
H (-1.8363, 1.4001, -0.1070)
H (-0.9725, 2.1935, -1.2310)
H (-0.3859, 3.5346, 0.9635)
H (1.3539, 3.6688, 2.7428)
H (2.8499, 1.7134, 3.1862)
H (3.5066, -0.6430, 2.6843)
H (3.3259, -2.6280, 1.1205)
H (1.7938, -2.5042, -0.8042)

Atoms 1-3, force components in eV/Å:
C -0.890 -0.519 -0.336
C -0.542 -1.428 -0.045
C -0.731 -0.905 1.522

Löwdin population analysis, charges in e, atoms 1 to 5: -0.1647, -0.1723, -0.1750, 0.0970, -0.1792

=====

No. 4
Computed, not measured: a cluster of 2 separate species, CH5OP in total at a distorted geometry, with ωB97M-V/def2-TZVPD.

Output
HOMO-LUMO gap (alpha / beta) (eV): 6.93 / 8.26
Energy above the lowest of the compared OMol25 structures with the same formula, charge and spin (eV): 3.648
Calculated total energy (eV): -12450.49143
Spin multiplicity: 1

Positions of all 8 atoms, in Å:
C (1.0802, 0.6238, 0.1361)
O (-0.9544, 0.7331, -0.5626)
P (-2.1126, 0.1284, 0.1604)
H (1.3620, 0.0004, 1.0166)
H (1.1292, 1.7311, 0.1970)
H (1.4811, 0.2758, -0.8706)
H (-1.8039, -1.1891, -0.0109)
H (-1.9669, 0.0267, 1.5833)

Atoms 1-3, force components in eV/Å:
C -0.033 0.433 -2.123
O 4.901 2.264 -0.495
P -3.076 -1.328 1.428

natural (NBO) population analysis, charges in e, atoms 1 to 5: -0.3148, -0.9067, 0.8557, 0.1929, 0.1991

=====

No. 5
Computed, not measured: a cluster of 2 separate species, C6H14FN3 in total at a distorted geometry, with ωB97M-V/def2-TZVPD.

Output
HOMO-LUMO gap (eV): 9.60
Energy above the lowest of the compared OMol25 structures with the same formula, charge and spin (eV): 0.080
Calculated total energy (eV): -13633.42653
SMILES: CC(C)/C=N/N.C/N=C/F
Spin multiplicity: 1

Positions of all 24 atoms, in Å:
C (-2.8484, 1.4065, 0.4820)
C (-1.5454, 0.5851, 0.7530)
C (-1.7355, -0.9281, 0.9346)
C (-0.4988, 0.8329, -0.3372)
N (0.2462, 1.8552, -0.2624)
N (1.0864, 2.1814, -1.3343)
H (-3.4230, 1.6813, 1.4013)
H (-3.3827, 1.0964, -0.4054)
H (-2.5254, 2.4100, 0.2601)
H (-1.3819, 1.0138, 1.7874)
H (-2.4974, -1.1693, 1.6482)
H (-2.1872, -1.3530, -0.0797)
H (-0.8422, -1.5056, 0.9319)
H (-0.3669, 0.0451, -1.0019)
H (1.6970, 2.7824, -0.9720)
H (1.5077, 1.5330, -2.0150)
C (2.6433, -2.1669, -1.0282)
N (2.6763, -0.9247, -0.2752)
C (1.9470, -0.7136, 0.7231)
F (2.2542, 0.3806, 1.4523)
H (2.7970, -2.0253, -2.1187)
H (3.5341, -2.7693, -0.8836)
H (1.7479, -2.8572, -0.6418)
H (1.0978, -1.3908, 0.9815)

Atoms 1-3, force components in eV/Å:
C 0.638 0.521 0.340
C -0.757 0.462 1.371
C -2.082 0.074 -3.825

natural (NBO) population analysis, charges in e, atoms 1 to 5: -0.6126, -0.2707, -0.5980, 0.0086, -0.2050